No. 1
C4H6N2 in the gas phase in a non-equilibrium geometry, computed with wB97M-V/def2-TZVPD.

Positions of all 12 atoms, in Å:
N 1.2839 -2.0061 -1.3765
C 1.1376 -1.5757 -0.3161
C 0.6810 -0.7443 0.7871
C 0.1831 0.5091 0.1095
C -1.0332 0.4902 -0.7107
N -0.9819 1.1403 0.6538
H -0.1339 -1.2634 1.2978
H 1.4793 -0.5240 1.4926
H 0.9605 1.1588 -0.2902
H -1.6988 -0.3763 -0.7207
H -1.0278 1.0399 -1.6565
H -0.8497 2.1516 0.7299

Output
Relative energy (zero: lowest compared OMol25 entry of this formula, charge and spin) = 1.818 eV
Maximum force = 0.0232 hartree/bohr
SMILES = N#CC[C@H]1CN1
HOMO-LUMO gap = 11.1 eV
Charge = 0

No. 2
A molecular structure, C43H51N6P2SSi2TeTi in a non-equilibrium geometry, computed with wB97M-V/def2-TZVPD.

Positions of all 107 atoms, in Å:
Ti 0.2620 -0.4607 -0.1586
N -1.6897 -1.7021 2.1475
N -2.1991 -2.1032 0.9106
C -1.6330 -1.6576 -0.1937
N -2.1654 -2.0215 -1.3494
S -0.6793 1.1416 -1.8662
H -1.2971 -2.4942 2.6425
H -2.4218 -1.2641 2.6959
H -3.0289 -2.6866 0.8904
H -2.9751 -2.6198 -1.4364
H -1.7816 -1.6335 -2.1956
C 1.0698 -0.6060 -4.6153
Si 2.1433 -0.6135 -3.0912
C 2.8498 1.0714 -2.7235
C 3.5449 -1.8288 -3.2769
N 1.1896 -1.1091 -1.6762
C 1.1196 -2.4171 -1.1743
C 0.8677 -3.5432 -1.9860
C 0.7455 -4.7818 -1.4154
C 0.8031 -4.9320 -0.0181
C 0.9962 -3.8443 0.7920
C 1.1982 -2.5644 0.2284
N 1.4320 -1.3974 1.0052
Si 2.8918 -1.3811 2.0146
C 2.6216 -2.3810 3.5693
C 4.2591 -2.1043 0.9724
C 3.2896 0.3824 2.4496
H 1.6283 -0.2183 -5.4704
H 0.1902 0.0249 -4.4757
H 0.7385 -1.6150 -4.8720
H 3.4567 1.4079 -3.5671
H 3.5050 1.0163 -1.8490
H 2.0799 1.8211 -2.5364
H 4.2447 -1.4593 -4.0302
H 3.2133 -2.8191 -3.5923
H 4.0947 -1.9424 -2.3398
H 0.7837 -3.4099 -3.0570
H 0.5919 -5.6514 -2.0407
H 0.6956 -5.9159 0.4189
H 1.0313 -3.9521 1.8677
H 2.6293 -3.4561 3.3854
H 1.6736 -2.1104 4.0415
H 3.4179 -2.1715 4.2868
H 4.0354 -3.1205 0.6412
H 5.1974 -2.1338 1.5308
H 4.4184 -1.4842 0.0863
H 2.3849 0.9825 2.5065
H 3.9522 0.8386 1.7115
H 3.7823 0.4305 3.4223
Te -4.0638 0.8449 0.9914
C -5.1780 2.4082 1.8833
C -6.5641 2.3908 1.8561
C -7.2487 3.4506 2.4348
N -6.6518 4.4897 3.0134
C -5.3216 4.4890 3.0343
C -4.5407 3.4795 2.4881
C -2.3343 1.9333 0.6573
P -0.7640 1.4796 1.3747
C -0.8517 1.4840 3.2113
C 0.2807 1.8657 3.9336
C 0.2867 1.8527 5.3202
C -0.8483 1.4763 6.0212
C -1.9892 1.1193 5.3194
C -1.9884 1.1183 3.9322
C 0.3992 2.8555 1.0931
C 1.5915 2.5852 0.4369
C 2.5192 3.5887 0.1985
C 2.2501 4.8789 0.6264
C 1.0683 5.1587 1.3055
C 0.1507 4.1503 1.5414
P -2.0602 2.3858 -0.9934
C -3.5838 2.3151 -1.9680
C -3.7851 1.3358 -2.9315
C -4.9936 1.2676 -3.6110
C -6.0052 2.1706 -3.3238
C -5.8057 3.1549 -2.3643
C -4.5983 3.2337 -1.6925
C -1.4964 4.1004 -1.1502
C -0.5075 4.4641 -2.0564
C -0.1520 5.7990 -2.1928
C -0.7922 6.7712 -1.4394
C -1.7831 6.4111 -0.5349
C -2.1286 5.0790 -0.3833
H -7.1153 1.5877 1.3820
H -8.3330 3.4672 2.4232
H -4.8507 5.3397 3.5162
H -3.4586 3.5315 2.5282
H 1.1644 2.2136 3.4199
H 1.1799 2.1568 5.8505
H -0.8482 1.4756 7.1031
H -2.8924 0.8472 5.8504
H -2.8978 0.8470 3.4167
H 1.8297 1.5692 0.1294
H 3.4429 3.3632 -0.3189
H 2.9640 5.6702 0.4383
H 0.8638 6.1653 1.6455
H -0.7717 4.3645 2.0686
H -2.9939 0.6326 -3.1544
H -5.1429 0.5092 -4.3685
H -6.9475 2.1148 -3.8528
H -6.5915 3.8642 -2.1400
H -4.4580 4.0019 -0.9442
H -0.0106 3.7036 -2.6454
H 0.6247 6.0790 -2.8924
H -0.5176 7.8118 -1.5541
H -2.2795 7.1678 0.0588
H -2.8717 4.7922 0.3520

Output
Relative energy (zero: lowest compared OMol25 entry of this formula, charge and spin) = 0.172 eV
Maximum force = 0.0199 hartree/bohr
HOMO-LUMO gap = 6.8 eV
Charge = +1

No. 3
A molecular structure, C40H32N4OP2PdSTe, computed with wB97M-V/def2-TZVPD.

Positions of all 82 atoms, in Å:
Pd 1.9508 -0.2281 -0.0014
Te -2.7539 0.0546 -1.6462
C -4.4860 0.4486 -0.5491
C -5.3816 1.3956 -1.0244
C -6.5081 1.6466 -0.2469
N -6.7644 1.0263 0.8960
C -5.9013 0.1099 1.3188
C -4.7355 -0.2228 0.6408
C -1.3365 0.2898 -0.1588
P -0.3752 1.7697 -0.3358
C -1.3798 3.2069 -0.0132
C -0.9342 4.4714 -0.4098
C -1.6660 5.5932 -0.0641
C -2.8371 5.4620 0.6737
C -3.2772 4.2105 1.0787
C -2.5453 3.0822 0.7435
C 0.1149 1.8929 -2.0776
C -0.6797 2.5895 -2.9914
C -0.3515 2.6032 -4.3404
C 0.7730 1.9292 -4.7876
C 1.5710 1.2335 -3.8872
C 1.2367 1.2133 -2.5453
P -0.4096 -1.1607 0.1833
C -1.5956 -2.5406 0.2021
C -1.9002 -3.1803 -1.0024
C -2.8553 -4.1883 -1.0375
C -3.4873 -4.5732 0.1348
C -3.1676 -3.9558 1.3391
C -2.2243 -2.9412 1.3796
C 0.2107 -1.0683 1.8847
C 1.2917 -1.8804 2.2507
C 1.8190 -1.8030 3.5360
C 1.2689 -0.9263 4.4535
C 0.1765 -0.1343 4.1017
C -0.3449 -0.1934 2.8263
H -5.2287 1.9347 -1.9493
H -7.2340 2.3851 -0.5665
H -6.1485 -0.3852 2.2508
H -4.0639 -0.9712 1.0379
H -0.0242 4.5790 -0.9873
H -1.3238 6.5727 -0.3680
H -3.4043 6.3434 0.9394
H -4.1823 4.1142 1.6629
H -2.8752 2.1054 1.0765
H -1.5411 3.1512 -2.6526
H -0.9664 3.1566 -5.0360
H 1.0346 1.9497 -5.8366
H 2.4545 0.7144 -4.2321
H 1.8995 0.6599 -1.8638
H -1.3807 -2.9042 -1.9147
H -3.0883 -4.6819 -1.9706
H -4.2213 -5.3667 0.1158
H -3.6541 -4.2705 2.2522
H -1.9791 -2.4674 2.3217
H 1.6800 -2.6221 1.5629
H 2.6502 -2.4359 3.8145
H 1.6740 -0.8663 5.4541
H -0.2652 0.5290 4.8330
H -1.1873 0.4278 2.5510
C 6.3211 1.3058 0.1133
C 7.0286 0.1202 0.0675
C 6.3256 -1.0740 0.0042
C 4.9393 -1.0405 0.0099
N 4.2539 0.1113 0.0811
C 4.9355 1.2552 0.1154
C 4.1433 -2.2828 -0.1838
C 4.6717 -3.5495 0.0414
C 3.9224 -4.6653 -0.2852
C 2.6628 -4.4927 -0.8406
C 2.1871 -3.2044 -0.9843
N 2.8949 -2.1235 -0.6484
H 6.8207 2.2631 0.1389
H 8.1095 0.1174 0.0590
H 6.8552 -2.0107 -0.0797
H 4.3511 2.1620 0.1357
H 5.6547 -3.6614 0.4736
H 4.3195 -5.6565 -0.1166
H 2.0554 -5.3331 -1.1413
H 1.1957 -3.0172 -1.3802
O 2.5178 3.3452 -0.2662
S 1.8115 2.9531 0.9758
N 0.8829 1.5946 0.6911

Output
Relative energy (zero: lowest compared OMol25 entry of this formula, charge and spin) = 0.000 eV
Maximum force = 0.0145 hartree/bohr
HOMO-LUMO gap (spin up / spin down) = 7.4 / 4.9 eV
Charge = +2
2S+1 = 5

- Which value of maximum force does entry 3 give?
  0.0145 hartree/bohr